Entry 1:
Formula: C14H28Cl14
Source: the Open Molecules 2025 dataset
Level of theory: the ωB97M-V functional and the def2-TZVPD basis

Results
LUMO in eV: -0.09
Energy relative to the best compared isomer or geometry (same formula, charge and spin) in eV: 42.618
Frontier orbital gap in eV: 7.6

Atoms and positions in Å:
Cl -0.17212 1.27750 -5.11825
C 0.38498 0.50818 -3.58191
C 1.47195 -0.56729 -3.86890
Cl 2.93800 0.34076 -4.28760
H -0.51459 0.00606 -3.22591
H 0.53568 1.28938 -2.83685
H 1.10188 -1.33477 -4.54871
H 1.77370 -1.10038 -2.96731
Cl -2.41428 -2.93741 2.08667
C -2.59259 -1.13802 2.46920
C -1.32837 -0.46806 2.91187
Cl -0.81335 -1.06295 4.54564
H -3.47094 -0.89366 3.06661
H -2.94057 -0.61307 1.57957
H -1.24754 0.61777 2.96239
H -0.59001 -0.82559 2.19417
Cl -1.64041 -0.67777 0.62297
C -0.17492 0.32461 0.91068
C 1.01674 0.21976 -0.02200
Cl 0.55025 0.14675 -1.76858
H 0.06394 0.38051 1.97271
H -0.58961 1.31339 0.71457
H 1.68385 -0.60658 0.22339
H 1.65151 1.07290 0.21743
Cl -0.68563 1.45769 6.46358
C 0.12764 1.62281 4.86436
C -0.72210 2.25350 3.77399
Cl -0.02246 1.95164 2.11199
H 0.45531 0.62626 4.56833
H 1.00744 2.24338 5.03449
H -0.71338 3.33114 3.93743
H -1.74605 1.88066 3.79882
Cl 1.73846 3.01008 -1.94512
C 3.16000 2.02672 -2.38390
C 3.05915 0.64415 -1.71132
Cl 3.19287 0.72874 0.09344
H 4.03767 2.54564 -1.99852
H 3.20883 1.99857 -3.47245
H 3.86288 0.01583 -2.09516
H 2.13379 0.14322 -1.99570
Cl -4.21135 -0.07605 -1.68021
C -2.83644 1.00611 -1.16800
C -1.52923 0.66310 -1.88142
Cl -1.71328 0.88409 -3.66226
H -2.72565 0.68749 -0.13152
H -3.12752 2.05647 -1.15689
H -1.28364 -0.38804 -1.73014
H -0.60851 1.10830 -1.50435
Cl -1.04757 -5.23550 0.38644
C -0.60851 -3.52025 0.05948
C 0.91364 -3.39734 -0.12850
Cl 1.26770 -1.72829 -0.57143
H -0.86479 -2.86549 0.89237
H -1.16771 -3.31638 -0.85366
H 1.29726 -4.00511 -0.94797
H 1.46802 -3.62518 0.78192

natural (NBO) atomic charges, in units of e: -0.03, -0.60, -0.40, -0.03, 0.23, 0.32, 0.25, 0.23, -0.03, -0.39, -0.45, -0.07, 0.22, 0.22, 0.22, 0.23, -0.01, -0.47, -0.55, 0.18, 0.27, 0.21, 0.24, 0.22, -0.05, -0.41, -0.41, 0.04, 0.23, 0.22, 0.24, 0.22, -0.07, -0.40, -0.47, -0.03, 0.23, 0.25, 0.25, 0.23, -0.10, -0.36, -0.51, 0.04, 0.20, 0.22, 0.22, 0.21, -0.07, -0.40, -0.44, 0.02, 0.23, 0.22, 0.21, 0.22

Entry 2:
Formula: C14H28F3NO4PS
Source: the Open Molecules 2025 dataset
Level of theory: the ωB97M-V functional and the def2-TZVPD basis

Results
LUMO in eV: -3.47
SMILES string: CCOCCOCCOC[N@+](CCCO)(CCC(F)=C(F)F)[PH2]=S
Frontier orbital gap in eV: 8.4
Total charge: +1

Atoms and positions in Å:
C -0.64137 -7.29963 -1.53362
C -1.40521 -5.89949 -2.01180
O -0.69543 -4.72719 -1.47192
C -0.98580 -3.50270 -2.24129
C -2.00804 -2.46884 -1.41431
O -1.80960 -1.11931 -1.97458
C -2.99005 -0.26066 -1.79236
C -2.65552 1.15421 -0.96498
O -1.20558 1.38719 -0.92871
C -0.80017 2.28166 0.16537
N 0.43040 1.81470 0.91875
C 0.61764 2.76153 2.07506
C 0.95015 2.09980 3.52509
C 2.47575 1.43265 3.64364
O 2.32039 0.33169 4.65242
C 1.71491 1.80199 0.13070
C 1.81017 2.79373 -1.15476
C 2.04378 4.40215 -0.76058
F 1.02035 5.27498 -0.14518
C 3.38443 5.04721 -1.04401
F 3.81145 6.13444 -0.08753
F 4.25318 4.71431 -2.19532
P 0.12694 0.10504 1.36625
S -1.56249 -0.24372 2.24744
H 0.52937 -7.21514 -1.54193
H -0.94095 -8.12525 -2.30904
H -1.04348 -7.64783 -0.48029
H -2.51208 -5.89519 -1.61248
H -1.44464 -5.92242 -3.19628
H -1.51352 -3.73245 -3.28184
H 0.03174 -2.92629 -2.47682
H -1.64367 -2.52100 -0.29220
H -3.08315 -2.91305 -1.57234
H -3.75137 -0.88825 -1.12065
H -3.56227 0.01590 -2.77483
H -3.14578 2.02961 -1.58103
H -3.17148 1.02854 0.07716
H -0.72500 3.40815 -0.22384
H -1.67681 2.32982 0.97561
H 1.51471 3.51012 1.82769
H -0.32291 3.47931 2.23543
H 0.97421 3.00569 4.30447
H 0.10967 1.37492 3.95227
H 3.22736 2.21514 4.08170
H 2.82566 0.90172 2.66169
H 1.54623 -0.22780 4.30368
H 2.69241 2.00108 0.78729
H 1.86131 0.68981 -0.27904
H 2.81022 2.49718 -1.73693
H 0.94976 2.65513 -1.96433
H 0.09084 -0.63154 0.09459
H 1.17332 -0.51162 2.13853

natural (NBO) atomic charges, in units of e: -0.65, -0.08, -0.57, -0.08, -0.11, -0.57, -0.08, -0.11, -0.56, 0.05, -0.59, -0.27, -0.51, -0.09, -0.70, -0.27, -0.50, 0.23, -0.34, 0.69, -0.31, -0.30, 0.90, -0.47, 0.23, 0.22, 0.22, 0.18, 0.18, 0.19, 0.19, 0.18, 0.20, 0.19, 0.20, 0.20, 0.21, 0.26, 0.25, 0.26, 0.27, 0.28, 0.27, 0.23, 0.16, 0.46, 0.28, 0.25, 0.30, 0.28, 0.08, 0.05

Entry 3:
Formula: C14H28F4N4O3PS
Source: the Open Molecules 2025 dataset
Level of theory: the ωB97M-V functional and the def2-TZVPD basis

Results
LUMO in eV: -5.64
Frontier orbital gap in eV: 3.7
Total charge: +1

Atoms and positions in Å:
C 4.82729 0.79813 -3.77937
C 3.56704 0.94544 -4.55682
C 2.12749 0.18965 -4.17394
S 1.73704 -1.12318 -5.45065
C 0.02730 -1.90109 -5.16273
C -0.95647 -1.00040 -4.21009
C -1.17595 -1.61131 -2.70058
F -0.12236 -2.60669 -2.29740
F -2.51667 -2.29420 -2.67951
F -1.11512 -0.52481 -1.65473
C 2.91824 -2.61532 -5.29949
O 2.85912 -3.47490 -6.35462
N 3.85281 -2.84726 -4.13226
C 3.27568 -3.78876 -3.09505
O 3.07603 -5.10725 -3.37150
F 2.90681 -3.38296 -1.68923
H 5.83015 1.21626 -4.25793
H 4.78950 0.26475 -2.73788
H 3.53756 1.66574 -5.48400
H 2.07511 -0.16083 -3.05888
H 1.30251 1.04403 -4.29484
H 0.12667 -3.03879 -4.81704
H -0.46112 -1.96351 -6.25033
H -2.03114 -1.02197 -4.72966
H -0.66973 0.13076 -4.12209
H 4.19565 -1.94986 -3.71407
O -0.63439 2.26266 1.75410
P -0.77821 1.23223 2.90073
N -2.28480 0.64950 2.38955
C -3.49777 1.43745 2.32559
C -2.20076 -0.24451 1.22940
N -0.81424 2.40109 4.14418
C -2.00393 2.97106 4.73753
C 0.19009 3.46411 4.00315
N -0.94355 0.04759 4.21895
C -2.12935 -0.56008 4.78760
C 0.27727 -0.27332 4.94086
H -4.36581 0.79504 2.14226
H -3.45612 2.19684 1.54708
H -3.72900 1.92011 3.26789
H -1.75301 -1.19477 1.53507
H -1.58411 0.18441 0.43412
H -3.18064 -0.48336 0.79801
H -2.55661 3.59094 4.02660
H -1.74864 3.60877 5.59541
H -2.66489 2.20825 5.14239
H -0.14791 4.24908 3.31343
H 1.13676 3.06034 3.62576
H 0.41498 3.93022 4.97144
H -2.96434 0.13600 4.88510
H -1.94644 -0.94846 5.79711
H -2.45699 -1.40764 4.17645
H 0.35999 0.32782 5.85185
H 1.15746 -0.06919 4.32122
H 0.32150 -1.33383 5.21189

natural (NBO) atomic charges, in units of e: -0.36, -0.26, -0.62, 0.73, -0.54, -0.53, 0.99, -0.35, -0.32, -0.33, 0.53, -0.38, -0.67, 0.91, -0.45, -0.32, 0.27, 0.23, 0.26, 0.29, 0.30, 0.32, 0.30, 0.30, 0.27, 0.43, -0.95, 2.15, -0.80, -0.41, -0.42, -0.79, -0.40, -0.40, -0.68, -0.39, -0.42, 0.20, 0.19, 0.20, 0.19, 0.19, 0.20, 0.18, 0.20, 0.20, 0.18, 0.20, 0.19, 0.20, 0.21, 0.20, 0.20, 0.19, 0.20

Entry 4:
Formula: C14H28F4N4O6P
Source: the Open Molecules 2025 dataset
Level of theory: the ωB97M-V functional and the def2-TZVPD basis

Results
LUMO in eV: -3.74
Frontier orbital gap in eV: 8.5
Total charge: +1

Atoms and positions in Å:
C -2.80549 6.30693 0.62586
C -1.35252 5.89678 0.29965
C -1.32924 4.68925 -0.65559
C -0.20922 3.68178 -0.31320
C -0.42556 2.40786 -1.14142
C 0.26907 1.16843 -0.54840
C -0.58898 -0.07335 -0.81094
N 0.25941 -1.30506 -0.89409
C 0.28195 -2.01660 0.25105
N 1.11884 -1.64982 1.15445
C 1.26358 -2.33421 2.43902
C 1.66986 -1.31060 3.51423
O 2.28067 -1.98588 4.58058
C 0.48010 -0.50472 3.98021
F -0.02814 0.18828 2.97519
F -0.47330 -1.27369 4.44669
F 0.83034 0.32852 4.91251
N -0.58959 -3.08477 0.38308
O 0.05735 -4.33337 0.58617
P -1.97652 -2.74806 1.40868
N -3.37728 -3.20327 0.54392
O -1.87326 -3.91388 2.52879
H -2.89703 6.66247 1.64579
H -3.12153 7.09294 -0.04976
H -3.48627 5.47643 0.48019
H -0.91070 6.73032 -0.23213
H -0.77949 5.65544 1.18613
H -2.25328 4.12377 -0.61096
H -1.15460 4.98037 -1.68720
H -0.27845 3.43629 0.74466
H 0.74748 4.13228 -0.55896
H -0.11026 2.60748 -2.16061
H -1.49265 2.19672 -1.14609
H 0.46720 1.28538 0.51663
H 1.21697 1.05382 -1.06437
H -1.00894 0.06532 -1.79754
H -1.40617 -0.16031 -0.09845
H -0.01194 -1.90627 -1.67046
H 1.71347 -0.85248 0.95363
H 2.08382 -3.03768 2.39494
H 0.36130 -2.83322 2.76997
H 2.41092 -0.63105 3.08572
H 1.72252 -1.89980 5.36569
H 0.71820 -4.40497 -0.11818
H -3.77122 -2.34738 0.16374
H -4.04425 -3.53400 1.24054
H -1.92003 -4.78924 2.10213
C 3.09741 -1.88123 -4.59502
C 2.78848 -3.25740 -4.06092
O 1.60748 -3.02809 -3.29964
C 0.96958 -1.97002 -3.87754
O -0.16443 -1.67701 -3.66129
O 1.78602 -1.31081 -4.71908
F 3.76067 -3.70906 -3.23752
H 3.68417 -1.29035 -3.89082
H 3.60805 -1.90173 -5.55367
H 2.58540 -4.00750 -4.82596

natural (NBO) atomic charges, in units of e: -0.60, -0.40, -0.38, -0.38, -0.40, -0.41, -0.23, -0.64, 0.73, -0.47, -0.27, 0.01, -0.68, 0.94, -0.32, -0.31, -0.30, -0.52, -0.55, 1.36, -1.15, -0.96, 0.21, 0.21, 0.20, 0.21, 0.20, 0.19, 0.20, 0.19, 0.20, 0.22, 0.19, 0.20, 0.21, 0.24, 0.20, 0.43, 0.44, 0.25, 0.26, 0.19, 0.49, 0.48, 0.40, 0.40, 0.51, -0.13, 0.44, -0.51, 0.98, -0.59, -0.46, -0.32, 0.21, 0.23, 0.17